C12H33F2N7O9PS2Ti as an isolated structure in a non-equilibrium geometry. Source: the Open Molecules 2025 dataset; level of theory: ωB97M-V/def2-TZVPD.

Summary:
- E_tot: -3724.159182 hartree
- E_HOMO (alpha / beta): -6.5 / -8.7 eV
- Gap between HOMO and LUMO (alpha / beta): 0.22410 / 0.30514 Eh
- F_max: 0.199 hartree/bohr

```
! RIJCOSX wB97M-V def2-TZVPD def2/J DEFGRID3
* xyz 0 4
Ti -4.033 0.888 1.316
N -2.051 -0.643 -0.977
H -2.460 0.273 -1.093
H -2.642 -1.022 -0.250
H -1.055 -0.556 -0.840
H -2.292 -1.182 -1.797
N -4.951 -1.010 -1.438
H -4.641 -1.222 -0.500
H -5.938 -1.100 -1.631
H -4.367 -1.427 -2.149
H -4.907 -0.014 -1.599
N -3.073 -2.122 -2.851
S -2.902 -3.850 -2.993
O -1.728 -4.248 -3.710
O -4.119 -4.688 -3.143
F -2.510 -4.116 -1.512
S -2.500 -1.780 -4.169
O -3.123 -2.273 -5.399
O -1.060 -1.463 -4.036
F -3.169 -0.326 -4.132
O -3.621 1.433 -0.776
H -3.480 2.264 -1.269
O -3.730 -1.368 0.891
H -3.134 -2.142 0.919
C 0.993 0.944 -3.029
C -0.261 1.548 -3.046
C -0.360 2.789 -2.515
C 0.724 3.475 -2.001
C 2.035 2.884 -2.092
C 2.132 1.666 -2.563
N 0.451 4.731 -1.211
O -0.581 5.316 -1.403
O 1.211 5.001 -0.280
H 1.104 -0.084 -3.340
H -1.098 0.918 -3.308
H -1.399 3.056 -2.389
H 2.951 3.361 -1.774
H 3.088 1.166 -2.511
O 1.329 -0.388 0.445
P 1.865 -0.259 1.770
N 3.463 -0.911 1.944
C 4.384 -0.807 0.785
C 4.271 -1.219 3.185
N 1.083 -1.191 3.002
C 0.706 -2.537 2.703
C 1.213 -0.727 4.361
N 1.862 1.281 2.411
C 0.568 1.885 2.793
C 2.757 2.345 2.020
H 5.039 -1.668 0.916
H 4.975 0.087 0.981
H 4.079 -0.768 -0.261
H 5.111 -1.909 3.106
H 3.693 -1.469 4.075
H 4.775 -0.344 3.594
H 1.622 -3.075 2.951
H 0.012 -2.838 3.488
H 0.406 -2.849 1.703
H 1.627 0.275 4.471
H 0.231 -0.641 4.826
H 1.811 -1.440 4.929
H 0.023 1.128 3.358
H 0.660 2.850 3.292
H 0.004 2.083 1.882
H 2.467 3.289 2.481
H 2.721 2.656 0.976
H 3.742 2.083 2.408
*
```

***

C74H55N6OS2TeTi as an isolated structure in a non-equilibrium geometry. Source: the Open Molecules 2025 dataset; level of theory: ωB97M-V/def2-TZVPD.

Summary:
- E_tot: -5170.702308 hartree
- Energy relative to the best compared isomer or geometry (same formula, charge and spin): 322.5 kJ/mol
- E_HOMO: -4.3 eV
- Gap between HOMO and LUMO: 0.18562 Eh
- F_max: 0.029 hartree/bohr

```
! RIJCOSX wB97M-V def2-TZVPD def2/J DEFGRID3
* xyz -1 1
Ti 0.148 -0.053 1.346
C 1.045 5.730 -2.684
C 2.013 4.887 -3.219
C 2.001 3.536 -2.917
C 1.023 2.977 -2.087
C 0.086 3.839 -1.534
C 0.094 5.197 -1.833
C 1.110 1.482 -1.738
C 2.131 1.392 -0.620
C 3.468 1.840 -0.757
C 4.083 1.638 0.449
C 3.120 1.060 1.307
C 3.354 0.739 2.637
C 4.740 0.937 3.158
C 5.154 2.137 3.720
C 6.453 2.273 4.198
C 7.343 1.213 4.115
C 6.932 0.010 3.552
C 5.635 -0.127 3.078
C 2.442 0.133 3.495
N 1.238 -0.403 3.084
C 0.722 -1.056 4.147
C -0.337 -2.051 4.056
C -0.649 -2.815 5.307
C -1.671 -2.448 6.176
C -1.862 -3.148 7.363
C -1.040 -4.215 7.693
C -0.029 -4.598 6.819
C 0.161 -3.904 5.633
C -0.719 -2.567 2.863
C -1.394 -3.830 2.672
C -1.300 -4.133 1.363
C -0.636 -3.014 0.711
N -0.313 -2.080 1.619
C -0.271 -2.915 -0.650
C 0.107 -1.691 -1.179
C 0.566 -1.449 -2.588
C 0.001 -0.050 -2.912
C -0.195 0.594 -1.535
N -0.033 -0.505 -0.551
C -0.384 -4.104 -1.541
C 0.731 -4.616 -2.206
C 0.618 -5.698 -3.068
C -0.616 -6.302 -3.271
C -1.733 -5.808 -2.612
C -1.620 -4.716 -1.762
C 1.537 -0.860 5.288
C 2.631 -0.139 4.868
N 1.912 0.903 0.613
H 1.043 6.786 -2.926
H 2.780 5.280 -3.876
H 2.760 2.902 -3.357
H -0.678 3.474 -0.868
H -0.656 5.836 -1.381
H 3.907 2.271 -1.641
H 5.101 1.869 0.724
H 4.454 2.963 3.775
H 6.767 3.212 4.637
H 8.356 1.323 4.484
H 7.621 -0.823 3.481
H 5.306 -1.061 2.637
H -2.298 -1.603 5.917
H -2.657 -2.848 8.036
H -1.180 -4.743 8.628
H 0.617 -5.433 7.065
H 0.954 -4.193 4.953
H -1.834 -4.416 3.463
H -1.646 -5.028 0.875
H 0.408 -2.250 -3.302
H -0.753 0.097 -3.675
H 1.698 -4.154 -2.040
H 1.494 -6.072 -3.583
H -0.706 -7.149 -3.939
H -2.703 -6.263 -2.772
H -2.505 -4.311 -1.284
H 1.338 -1.256 6.271
H 3.486 0.171 5.449
S -2.151 0.535 4.309
C -3.173 0.028 3.050
N -2.892 -0.745 2.023
C -4.027 -1.008 1.267
C -4.090 -1.908 0.203
C -5.292 -2.120 -0.448
C -6.445 -1.427 -0.073
C -6.405 -0.537 0.991
C -5.203 -0.356 1.667
S -4.866 0.588 3.076
H -3.188 -2.436 -0.084
H -5.345 -2.836 -1.261
H -7.374 -1.588 -0.606
H -7.295 -0.001 1.301
C -4.687 0.908 -7.063
C -4.083 0.992 -5.684
C -3.869 2.211 -5.057
C -3.316 2.294 -3.781
C -3.121 3.670 -3.184
C -2.953 1.123 -3.086
Te -2.206 1.289 -1.008
N -0.853 1.413 1.218
C -0.872 2.744 1.547
O -1.692 3.562 1.165
C 0.276 3.247 2.400
C 1.083 4.270 1.904
C 2.135 4.761 2.663
C 2.376 4.249 3.934
C 1.575 3.227 4.428
C 0.536 2.718 3.658
C 1.417 0.554 -3.011
C 2.012 -0.820 -2.568
C 3.100 -1.392 -3.417
C 3.522 -0.762 -4.509
C 2.804 0.409 -5.036
C 1.809 1.015 -4.384
C 0.881 1.973 -5.108
C -3.194 -0.115 -3.710
C -2.905 -1.446 -3.051
C -3.738 -0.160 -4.994
H -4.935 1.898 -7.447
H -5.599 0.307 -7.048
H -3.996 0.432 -7.763
H -4.143 3.127 -5.574
H -3.535 4.439 -3.840
H -2.061 3.876 -3.032
H -3.600 3.748 -2.208
H 0.876 4.686 0.928
H 2.764 5.551 2.270
H 3.176 4.658 4.541
H 1.760 2.819 5.415
H -0.109 1.936 4.048
H 2.390 -0.784 -1.546
H 3.583 -2.301 -3.068
H 4.356 -1.152 -5.083
H 3.024 0.707 -6.058
H 1.428 2.811 -5.544
H 0.110 2.373 -4.451
H 0.380 1.442 -5.921
H -2.477 -1.311 -2.060
H -2.221 -2.048 -3.656
H -3.831 -2.014 -2.939
H -3.905 -1.129 -5.460
*
```

***

One molecule with the formula C5H13NO in a non-equilibrium geometry. Source: the Open Molecules 2025 dataset; level of theory: ωB97M-V/def2-TZVPD.

Summary:
- E_tot: -328.281727 hartree
- Energy relative to the best compared isomer or geometry (same formula, charge and spin): 97.5 kJ/mol
- E_HOMO: -9.4 eV
- Gap between HOMO and LUMO: 0.37535 Eh
- Structure (SMILES): CC(C)[C@@H](N)CO
- F_max: 0.028 hartree/bohr

```
! RIJCOSX wB97M-V def2-TZVPD def2/J DEFGRID3
* xyz 0 1
C 1.428 0.431 -1.127
C 1.027 -0.105 0.245
C 1.081 -1.661 0.184
C -0.337 0.398 0.757
N -0.355 1.874 0.697
C -1.503 -0.238 0.007
O -2.707 0.318 0.518
H 1.526 1.490 -1.371
H 2.385 0.009 -1.448
H 0.685 0.134 -1.875
H 1.812 0.119 0.965
H 0.529 -2.151 0.984
H 0.616 -2.012 -0.743
H 2.122 -1.972 0.252
H -0.323 0.072 1.794
H -1.034 2.161 1.394
H -0.769 2.139 -0.190
H -1.521 -1.316 0.167
H -1.311 -0.039 -1.054
H -3.353 0.350 -0.157
*
```